Here is 2 unconnected molecules or ions with the total composition C2H7OPS from the Open Molecules 2025 dataset. Energies are from the ωB97M-V functional and the def2-TZVPD basis.

Results
- 2S+1: 1
- F_max: 3.92 eV/Å
- Total charge: 0
- Energy above the lowest of the compared OMol25 structures with the same formula, charge and spin: 97.9 kcal/mol
- Orbital gap (spin up / spin down): 7.057 / 8.260 eV

Each line ends with the Löwdin charge.
Cartesian coordinates (Å):
C1 2.655 0.821 0.483  0.060
C2 -1.872 -1.375 0.150  -0.187
H1 -2.512 -0.483 0.310  -0.006
O1 -0.713 -0.956 -0.611  -0.512
H2 -1.619 -1.974 1.010  0.072
H3 -2.575 -1.979 -0.558  0.110
H4 -0.176 0.968 -1.990  -0.079
P1 -0.157 0.654 -0.678  0.446
S1 -1.516 1.736 0.230  0.168
H5 2.445 0.470 1.447  -0.026
H6 3.159 0.227 -0.175  -0.053
H7 2.882 1.890 0.381  0.007